{"formula": "C15H35F6N2O19PS3", "method": "ωB97M-V/def2-TZVPD", "species": ["N", "H", "H", "H", "H", "N", "H", "H", "H", "H", "C", "O", "H", "H", "H", "P", "F", "F", "F", "F", "F", "F", "C", "C", "C", "O", "C", "O", "O", "H", "H", "H", "H", "H", "H", "C", "C", "C", "O", "C", "O", "O", "H", "H", "H", "H", "H", "H", "C", "C", "O", "S", "O", "O", "O", "H", "H", "H", "H", "C", "C", "O", "S", "O", "O", "O", "H", "H", "H", "H", "C", "C", "O", "S", "O", "O", "O", "H", "H", "H", "H"], "positions_angstrom": [[-10.82, 30.58, 11.51], [-9.98, 30.15, 11.12], [-11.17, 30.14, 12.36], [-11.52, 30.53, 10.77], [-10.62, 31.59, 11.65], [-7.49, 31.94, 12.22], [-7.54, 31.66, 13.20], [-7.67, 31.11, 11.67], [-6.57, 32.27, 11.94], [-8.22, 32.66, 12.02], [-10.37, 33.75, 11.05], [-9.29, 33.14, 10.42], [-10.21, 33.89, 12.15], [-10.58, 34.79, 10.77], [-11.31, 33.16, 10.97], [-9.95, 31.44, 15.08], [-8.52, 31.42, 15.86], [-10.64, 32.34, 16.19], [-9.36, 32.77, 14.34], [-11.27, 31.50, 14.15], [-9.18, 30.48, 13.95], [-10.40, 30.07, 15.76], [-1.64, 30.59, 15.42], [-2.99, 30.80, 16.06], [-3.43, 32.22, 16.40], [-4.79, 32.28, 16.02], [-5.10, 31.20, 15.27], [-6.15, 31.03, 14.73], [-4.07, 30.35, 15.21], [-1.59, 30.90, 14.37], [-1.39, 29.53, 15.44], [-0.90, 31.18, 15.97], [-3.08, 30.18, 16.96], [-2.90, 32.95, 15.78], [-3.20, 32.52, 17.42], [-14.35, 31.58, 15.15], [-14.20, 33.07, 15.07], [-15.32, 33.88, 14.42], [-15.26, 35.09, 15.13], [-14.51, 34.95, 16.26], [-14.36, 35.79, 17.08], [-13.98, 33.71, 16.32], [-15.28, 31.34, 15.68], [-13.52, 31.08, 15.65], [-14.44, 31.13, 14.16], [-13.36, 33.32, 14.41], [-16.32, 33.42, 14.50], [-15.18, 34.01, 13.34], [-8.07, 28.05, 14.96], [-7.52, 28.11, 16.39], [-6.30, 27.35, 16.27], [-6.57, 26.05, 15.34], [-7.21, 25.03, 16.11], [-5.39, 25.80, 14.59], [-7.70, 26.79, 14.41], [-7.50, 28.83, 14.45], [-9.13, 28.24, 14.89], [-8.09, 27.50, 17.11], [-7.30, 29.08, 16.81], [-7.73, 33.60, 17.79], [-8.72, 32.82, 18.67], [-8.31, 32.98, 20.03], [-7.64, 34.46, 20.16], [-6.61, 34.47, 21.13], [-8.71, 35.41, 20.23], [-6.97, 34.43, 18.70], [-8.23, 34.30, 17.13], [-7.06, 32.94, 17.26], [-8.60, 31.77, 18.43], [-9.77, 33.11, 18.61], [-12.95, 28.56, 17.60], [-12.89, 27.89, 16.22], [-13.19, 26.51, 16.44], [-13.72, 26.24, 17.95], [-13.19, 25.03, 18.44], [-15.12, 26.50, 18.02], [-12.87, 27.48, 18.54], [-13.83, 29.16, 17.82], [-12.08, 29.15, 17.90], [-11.90, 27.86, 15.75], [-13.55, 28.37, 15.50]], "mulliken_charge": [-0.13, 0.34, 0.26, 0.47, -0.20, 0.02, -0.13, 0.32, 0.37, 0.22, -0.65, -0.85, 0.11, 0.38, 0.24, 1.86, -0.39, -0.21, -0.61, -0.53, -0.15, -0.44, -1.45, 0.46, -0.53, -0.27, 0.41, -0.52, -0.31, 0.34, 0.37, 0.38, 0.26, 0.31, 0.36, -1.08, 0.78, -0.40, -0.33, 0.56, -0.52, -0.35, 0.50, -0.10, 0.37, -0.05, 0.27, 0.31, 0.62, -0.13, -0.37, 1.12, -0.55, -0.54, -0.40, -0.17, -0.04, 0.40, 0.04, 0.51, 0.03, -0.41, 1.04, -0.54, -0.54, -0.38, 0.21, -0.32, 0.15, 0.22, -0.26, 0.32, -0.42, 1.08, -0.52, -0.54, -0.39, 0.32, 0.22, -0.06, 0.23], "homo_energy_ev": -8.10}

---

{"formula": "C15H35InO26PS7", "method": "ωB97M-V/def2-TZVPD", "species": ["C", "P", "C", "In", "C", "S", "O", "O", "H", "H", "H", "H", "H", "H", "H", "H", "H", "H", "H", "C", "C", "O", "S", "O", "O", "O", "H", "H", "H", "H", "C", "C", "O", "S", "O", "O", "O", "H", "H", "H", "H", "C", "C", "O", "S", "O", "O", "O", "H", "H", "H", "H", "C", "C", "O", "S", "O", "O", "O", "H", "H", "H", "H", "C", "C", "O", "S", "O", "O", "O", "H", "H", "H", "H", "C", "C", "O", "S", "O", "O", "O", "H", "H", "H", "H"], "positions_angstrom": [[5.48, -1.27, -1.11], [5.10, -0.84, -2.89], [5.23, 1.00, -3.13], [2.94, -1.80, -3.83], [1.08, -1.40, -2.61], [1.11, 0.10, -1.72], [1.02, 1.20, -2.66], [0.05, 0.15, -0.72], [4.94, -2.16, -0.79], [5.34, -0.42, -0.43], [6.55, -1.51, -1.06], [6.30, 1.26, -3.08], [4.73, 1.62, -2.38], [4.91, 1.22, -4.15], [2.77, -1.12, -5.46], [3.13, -3.58, -3.89], [0.21, -1.34, -3.27], [0.87, -2.21, -1.90], [2.33, 0.10, -1.10], [0.58, -1.77, 2.38], [1.50, -0.59, 2.19], [2.78, -1.18, 1.87], [2.55, -2.55, 1.06], [2.64, -2.28, -0.33], [3.29, -3.58, 1.69], [0.99, -2.73, 1.39], [0.72, -2.23, 3.37], [-0.46, -1.51, 2.25], [1.58, 0.03, 3.07], [1.18, 0.02, 1.34], [1.76, 4.56, 1.64], [0.41, 5.07, 2.13], [-0.54, 4.16, 1.56], [0.12, 2.69, 1.45], [-0.29, 1.92, 2.58], [-0.03, 2.22, 0.12], [1.65, 3.13, 1.68], [1.95, 4.87, 0.61], [2.57, 4.90, 2.28], [0.21, 6.08, 1.81], [0.33, 5.00, 3.22], [-3.04, -5.73, 1.01], [-1.87, -5.01, 0.37], [-2.31, -3.65, 0.26], [-3.28, -3.30, 1.47], [-2.53, -2.64, 2.48], [-4.48, -2.75, 0.94], [-3.57, -4.80, 1.96], [-3.82, -5.95, 0.27], [-2.74, -6.65, 1.51], [-1.60, -5.41, -0.60], [-0.99, -5.03, 1.02], [-3.52, -2.01, 5.72], [-4.63, -3.05, 5.74], [-3.98, -4.25, 6.18], [-2.80, -3.88, 7.20], [-3.27, -4.03, 8.53], [-1.61, -4.52, 6.75], [-2.71, -2.32, 6.87], [-2.90, -2.11, 4.83], [-3.91, -1.00, 5.79], [-5.08, -3.19, 4.77], [-5.40, -2.79, 6.47], [-4.16, -0.39, -3.69], [-3.10, -1.23, -3.02], [-3.11, -2.46, -3.76], [-3.49, -2.17, -5.29], [-2.30, -2.10, -6.06], [-4.56, -3.02, -5.66], [-4.04, -0.68, -5.09], [-5.17, -0.68, -3.36], [-4.02, 0.67, -3.51], [-3.31, -1.41, -1.97], [-2.11, -0.78, -3.12], [1.82, 8.61, -2.99], [0.72, 7.56, -2.90], [1.42, 6.33, -2.72], [2.76, 6.59, -1.88], [2.51, 6.29, -0.51], [3.85, 6.03, -2.58], [2.80, 8.19, -2.04], [2.28, 8.62, -3.98], [1.46, 9.61, -2.75], [0.11, 7.52, -3.79], [0.09, 7.73, -2.03]], "mulliken_charge": [-0.79, -0.01, -0.92, 0.65, -0.78, 0.99, -0.63, -0.58, 0.07, 0.20, 0.44, 0.36, 0.19, 0.27, -0.38, -0.37, 0.25, 0.21, -0.13, -0.22, 0.73, -0.43, 0.73, -0.25, -0.64, -0.14, 0.22, 0.24, 0.51, -0.85, -0.18, -0.46, -0.37, 1.22, -0.61, -0.42, -0.25, 0.32, 0.30, 0.31, 0.30, -0.39, -0.28, -0.16, 1.00, -0.42, -0.63, -0.32, 0.29, 0.33, 0.37, 0.18, 0.15, -0.37, -0.31, 1.10, -0.55, -0.52, -0.33, -0.07, 0.30, 0.33, 0.30, -0.39, 0.08, -0.20, 1.05, -0.52, -0.57, -0.34, 0.30, 0.33, 0.21, 0.06, -0.35, -0.30, -0.26, 1.05, -0.56, -0.55, -0.32, 0.30, 0.30, 0.31, 0.27], "total_charge": -1, "homo_energy_ev": -3.29}

---

{"formula": "C15H35N4O6P", "method": "ωB97M-V/def2-TZVPD", "species": ["C", "C", "C", "C", "C", "O", "O", "N", "C", "O", "C", "N", "P", "O", "H", "H", "H", "H", "H", "H", "H", "H", "H", "H", "H", "H", "H", "C", "C", "C", "O", "C", "N", "H", "H", "H", "H", "H", "H", "H", "H", "H", "H", "H", "C", "C", "C", "O", "C", "N", "H", "H", "H", "H", "H", "H", "H", "H", "H", "H", "H"], "positions_angstrom": [[0.25, -1.90, -1.98], [0.37, -0.59, -2.15], [-0.74, 0.41, -2.03], [-1.84, 0.33, -3.14], [-3.10, -0.44, -2.62], [-4.20, 0.42, -2.42], [-4.97, -0.04, -1.30], [-2.16, 1.74, -3.44], [-1.61, 2.58, -2.44], [-2.08, 3.59, -2.03], [-0.29, 1.88, -2.01], [0.75, 2.22, -3.00], [0.39, 2.32, -0.35], [0.04, 3.64, 0.20], [-0.64, -2.38, -1.57], [1.09, -2.53, -2.20], [1.35, -0.20, -2.40], [-1.30, 0.26, -1.10], [-1.49, -0.11, -4.08], [-3.36, -1.23, -3.33], [-2.84, -0.94, -1.68], [-4.35, -0.03, -0.55], [-1.98, 2.05, -4.38], [0.46, 2.98, -3.60], [1.01, 1.43, -3.57], [1.78, 2.14, -0.48], [-0.04, 1.27, 0.50], [4.59, 1.82, 1.12], [4.17, 0.52, 1.81], [5.34, -0.30, 2.35], [6.08, -1.00, 1.36], [7.06, -0.24, 0.68], [3.32, -0.25, 0.89], [4.98, 1.64, 0.12], [3.73, 2.48, 1.02], [5.35, 2.35, 1.70], [3.56, 0.79, 2.68], [4.94, -1.08, 3.01], [6.02, 0.32, 2.95], [7.52, 0.49, 1.34], [6.64, 0.27, -0.19], [7.83, -0.94, 0.33], [2.94, -1.06, 1.38], [3.92, -0.65, 0.18], [-3.15, -2.65, 3.11], [-2.42, -1.44, 2.54], [-3.33, -0.25, 2.17], [-4.08, -0.41, 0.97], [-5.31, -1.11, 1.09], [-1.60, -1.87, 1.41], [-3.65, -3.23, 2.33], [-2.44, -3.32, 3.60], [-3.90, -2.35, 3.85], [-1.74, -1.08, 3.32], [-2.69, 0.61, 1.99], [-3.99, 0.01, 3.00], [-5.78, -0.91, 2.06], [-5.18, -2.18, 0.96], [-5.98, -0.75, 0.30], [-1.01, -1.10, 1.12], [-2.22, -2.02, 0.62]], "mulliken_charge": [-1.01, -0.46, 0.12, 0.06, -0.43, -0.30, -0.45, -0.27, -0.36, -0.49, 1.49, -0.71, 0.64, -0.72, 0.21, 0.30, 0.26, -0.05, 0.61, 0.32, -0.14, 0.81, 0.35, 0.28, 0.24, -0.01, -0.11, -1.43, 0.27, -0.71, -0.37, -0.64, -0.46, 0.33, 0.30, 0.38, 0.32, 0.35, 0.41, 0.30, 0.23, 0.26, 0.27, 0.26, -1.54, 0.31, -0.82, -0.49, -0.91, -0.67, 0.28, 0.38, 0.36, 0.48, 0.36, 0.47, 0.35, 0.23, 0.43, 0.22, 0.32], "homo_energy_ev": -9.32, "smiles": "C=C[C@@H]1[C@@H](COO)NC(=O)[C@@]1(N)[PH2]=O.COC[C@@H](C)N.COC[C@@H](C)N"}

---

no.,HOMO-LUMO gap (eV)
1,6.86
2,4.84
3,9.81